ORCA calculation (ωB97M-V with the def2-TZVPD basis set) on an isolated ion of composition C9H9N3 and charge +2.

Its net charge is +2. The HOMO energy (alpha / beta) is -18.5879 / -18.5883 eV. For the energy, the calculation gives -511.80650 a.u. The value obtained for the energy relative to the best compared isomer or geometry (same formula, charge and spin) is 35.0 kcal per mole. The value obtained for the orbital gap (alpha / beta) is 7.72 / 7.72 eV.

The geometry in XYZ format:
```
21
C9H9N3 (ωB97M-V with the def2-TZVPD basis set)
C -0.34503 -0.40824 -1.34672
N -0.52617 -0.36713 0.22921
C -0.46309 -1.78512 0.44374
C 0.73843 -2.06425 0.88090
N 1.55058 -0.92546 0.87130
C 0.75127 0.18214 0.63874
C 0.88515 1.58503 0.76811
C -0.32118 2.26770 0.58954
C -1.63941 1.66675 0.44144
C -1.70901 0.33211 0.35442
C -2.95016 -0.38442 0.25772
N -3.92843 -0.93185 0.10972
H -0.47438 0.59739 -1.66075
H 0.56528 -0.90297 -1.76237
H -1.28504 -0.99405 -1.67127
H -1.30726 -2.45636 0.43285
H 1.10866 -3.06245 0.97837
H 2.53248 -0.98559 1.36529
H 1.81327 2.11162 0.95193
H -0.18742 3.28813 0.71730
H -2.48721 2.30478 0.67636
```

---

ORCA calculation (ωB97M-V with the def2-TZVPD basis set) on C9H9N3S as an isolated structure.

The HOMO energy (alpha / beta) is -6.9495 / -7.1651 eV. For the energy, the calculation gives -910.59482 a.u. The value obtained for the energy relative to the best compared isomer or geometry (same formula, charge and spin) is 139.5 kcal per mole. The value obtained for the orbital gap (alpha / beta) is 6.45 / 6.62 eV.

The geometry in XYZ format:
```
22
C9H9N3S (ωB97M-V with the def2-TZVPD basis set)
C -3.11313 2.45008 -1.58784
C -2.14468 2.81541 -0.65441
C -3.25031 1.15353 -1.97734
C -1.21581 1.86432 -0.23632
C -2.37088 0.16240 -1.44987
C -1.36152 0.46911 -0.51942
C 1.45761 -1.40664 0.56254
C 0.46100 -0.44300 0.53498
C 3.57564 -2.15312 1.63239
N 2.19309 0.18506 2.44974
N -0.54653 -0.51626 -0.13705
N 2.32232 -1.42923 1.47329
S 0.76392 0.61003 1.98983
H -3.78974 3.24771 -1.79567
H -2.04828 3.81497 -0.52587
H -3.68238 0.88460 -2.90170
H -0.54101 2.31416 0.50773
H -2.45986 -0.84111 -1.62080
H 1.33066 -2.14228 -0.25198
H 4.20917 -1.89152 0.90873
H 3.20560 -3.16602 1.69654
H 4.00130 -1.81711 2.63860
```

---

ORCA calculation (ωB97M-V with the def2-TZVPD basis set) on one molecule with the formula C9H9NO.

The HOMO energy (alpha / beta) is -4.1765 / -7.9880 eV. For the energy, the calculation gives -477.95527 a.u. The value obtained for the energy relative to the best compared isomer or geometry (same formula, charge and spin) is 133.5 kcal per mole. The spin multiplicity is 3. The value obtained for the orbital gap (alpha / beta) is 4.59 / 5.09 eV.

The geometry in XYZ format:
```
20
C9H9NO (ωB97M-V with the def2-TZVPD basis set)
C -2.52298 0.88380 -0.00535
C -2.48206 -0.18351 -0.82905
C -1.80327 0.86672 1.10454
C -1.43714 -1.04936 -0.79581
C -0.80161 0.02249 1.37892
C -0.48884 -0.91609 0.30381
C 2.00355 0.14952 1.32815
C 2.19558 0.06577 0.02954
C 2.46044 0.28919 -1.35410
N 1.90205 -1.15142 0.71049
O 0.59162 -1.67074 0.25845
H -3.12108 1.82379 -0.12300
H -3.24459 -0.19168 -1.62791
H -1.97463 1.74278 1.86784
H -1.46097 -1.86014 -1.42241
H 2.55327 0.24270 2.18335
H -0.02846 -0.10430 2.13903
H 3.24452 1.00081 -1.54368
H 1.69792 0.76894 -1.99436
H 2.71667 -0.72929 -1.60846
```

---

ORCA calculation (ωB97M-V with the def2-TZVPD basis set) on a 2-piece molecular cluster, C9H9NO3 overall.

The HOMO energy is -5.8591 eV. For the energy, the calculation gives -628.57987 a.u. The value obtained for the energy relative to the best compared isomer or geometry (same formula, charge and spin) is 134.5 kcal per mole. The value obtained for the orbital gap is 3.37 eV.

The geometry in XYZ format:
```
22
C9H9NO3 (ωB97M-V with the def2-TZVPD basis set)
C -0.45429 -3.34564 3.25902
C -0.00173 -2.50806 2.53775
N 0.31037 -1.47264 1.69444
C 0.75100 -0.29814 2.23821
C 1.03180 0.76004 1.42762
C 0.87638 0.62419 0.04154
C 1.19188 1.76219 -0.87270
O 1.74688 1.60339 -1.91796
O 0.83566 2.99238 -0.43773
C 0.42787 -0.58210 -0.49167
C 0.15298 -1.61795 0.35110
H -0.87225 -4.08697 3.89878
H 0.83826 -0.25829 3.31231
H 1.36582 1.70185 1.83810
H 0.04822 2.93906 0.12106
H 0.28321 -0.67185 -1.56022
H -0.19991 -2.57704 0.00479
C -1.67130 0.93197 -2.94950
O -2.56584 0.38309 -2.11754
H -1.25760 0.26257 -3.74909
H -1.98880 1.82413 -3.54247
H -0.73029 1.30465 -2.46162
```